Formula: C27H21F10N5O4SSn
Source: OMol25
Level of theory: ωB97M-V/def2-TZVPD

Geometry as XYZ:
```
69
Properties=species:S:1:pos:R:3
Sn 0.667 -0.073 -0.400
O -1.954 -0.247 -4.456
C -1.364 -0.346 -3.230
O -1.491 0.551 -2.444
C -0.612 -1.621 -3.006
C -0.683 -2.546 -4.004
C 0.027 -3.792 -3.840
C 0.646 -4.038 -2.681
C 0.615 -3.074 -1.580
N 0.075 -1.769 -1.827
C 1.054 -3.489 -0.381
O 1.574 -4.763 -0.246
O 1.162 -2.871 0.811
H -2.402 0.606 -4.424
H -1.254 -2.334 -4.894
H 0.037 -4.521 -4.643
H 1.175 -4.966 -2.508
H 2.085 -4.718 0.571
F -2.607 7.445 -2.565
C -2.576 6.387 -1.729
C -1.545 5.476 -1.771
F -0.551 5.651 -2.669
C -1.521 4.399 -0.910
F -0.489 3.574 -1.010
C -2.504 4.141 0.056
S -2.445 2.797 1.116
C -3.532 5.104 0.057
F -4.543 4.992 0.929
C -3.572 6.188 -0.798
F -4.584 7.075 -0.730
N 3.799 4.973 -1.425
C 3.306 3.816 -0.877
N 2.704 2.959 -1.709
N 3.460 3.636 0.402
C 2.854 2.586 0.958
N 2.327 1.674 1.440
H 4.041 4.952 -2.399
H 4.444 5.453 -0.823
H 2.379 3.268 -2.605
H 2.246 2.143 -1.310
F 3.588 0.551 -1.170
C 2.984 -0.676 -0.891
F 3.209 -1.409 -2.045
C 3.881 -1.336 0.183
F 5.160 -0.866 0.191
F 3.975 -2.669 -0.016
F 3.407 -1.148 1.422
C -1.613 -3.354 0.933
C -1.109 -2.051 1.563
C -2.040 -0.924 1.081
C 0.360 -1.711 1.135
C -1.115 -2.162 3.088
C -0.758 -3.352 3.727
C -0.669 -3.434 5.111
C -0.938 -2.325 5.903
C -1.296 -1.133 5.285
C -1.378 -1.053 3.900
H -1.667 -3.244 -0.151
H -2.617 -3.575 1.310
H -0.970 -4.210 1.141
H -2.114 -0.968 -0.009
H -1.664 0.073 1.326
H -3.044 -1.034 1.505
H 0.873 -1.326 2.012
H -0.522 -4.228 3.137
H -0.378 -4.370 5.574
H -0.855 -2.385 6.981
H -1.504 -0.252 5.883
H -1.633 -0.102 3.446
```

Results
E_LUMO in eV: 4.34
Molar mass in g mol⁻¹: 820.3
Energy above the lowest of the compared OMol25 structures with the same formula, charge and spin in kJ/mol: 186.4
HOMO energy in Ha: -0.0321
Energy in eV: -87822.01867
Frontier orbital gap in eV: 5.217
Net charge: -2